1.
Here is a molecular structure, C34H39ClN4O2P2Re from the OMol25 dataset. Energies are from ωB97M-V/def2-TZVPD.

The geometry in ORCA input format:
```
! RIJCOSX wB97M-V def2-TZVPD def2/J DEFGRID3
* xyz 2 4
Re 0.4120 -0.2151 3.4061
C -0.9638 1.4815 3.1337
C -1.3749 0.3107 2.3860
C -1.1835 0.3299 0.9012
C 0.2459 0.0897 0.4134
C 1.2486 -0.1614 1.5452
C 1.7481 0.9425 2.3870
C 1.2709 2.3745 2.1400
C -0.2094 2.6320 2.5421
C 1.5829 -1.8309 3.8905
H -1.5743 1.7656 3.9990
H -2.3011 -0.1463 2.7397
H -1.4634 1.3377 0.5926
H -1.8996 -0.3394 0.4129
H 0.2956 -0.7985 -0.2378
H 0.5631 0.9498 -0.2110
H 1.9747 -0.9511 1.3181
H 2.7793 0.8340 2.7653
H 1.4050 2.6414 1.0758
H 1.9169 3.0336 2.7476
H -0.2027 3.4279 3.3052
H -0.7730 3.0219 1.6785
H 2.1513 -1.6304 4.8192
H 2.2495 -2.2239 3.1091
H 0.8025 -2.5795 4.1304
P 1.8552 -1.0163 -2.8439
P -1.8538 -0.5380 -2.5160
N 3.2053 0.0645 -3.2591
N 2.3192 -2.3029 -4.0586
N -1.9176 1.2118 -2.8442
N -3.4696 -0.9268 -3.2886
C 0.6198 -0.2117 -3.9528
C -0.7669 -0.9139 -3.9744
C 4.0529 0.5741 -2.2626
C 5.0460 1.3408 -2.8648
C 4.8063 1.3218 -4.2826
C 3.6308 0.5943 -4.4862
C 2.4661 -3.6443 -3.6923
C 2.8870 -4.3784 -4.7951
C 3.0408 -3.4619 -5.8834
C 2.6248 -2.2110 -5.4227
C -1.6244 2.0577 -1.7698
C -1.6911 3.3822 -2.1742
C -1.9837 3.3518 -3.5745
C -2.0534 2.0269 -3.9705
C -4.1918 -0.2575 -4.2850
C -5.1124 -1.1333 -4.8673
C -5.0127 -2.3767 -4.1562
C -4.0157 -2.2189 -3.1983
H 1.0367 -0.2195 -4.9746
H 0.5272 0.8307 -3.5906
H -1.3214 -0.6210 -4.8928
H -0.6284 -2.0198 -3.9694
H 3.8598 0.3471 -1.2276
H 5.8738 1.8215 -2.3635
H 5.4396 1.7108 -5.0618
H 3.0580 0.4667 -5.3891
H 2.2477 -3.9522 -2.6797
H 3.0524 -5.4491 -4.8369
H 3.4161 -3.6631 -6.8776
H 2.4922 -1.2907 -5.9664
H -1.3396 1.6361 -0.8461
H -1.5563 4.2258 -1.5218
H -2.1475 4.2193 -4.2021
H -2.1855 1.6018 -4.9602
H -4.0160 0.7858 -4.4839
H -5.7837 -0.9036 -5.6830
H -5.6192 -3.2599 -4.3269
H -3.6445 -2.9022 -2.4499
Cl -1.8030 0.3751 11.6032
C -1.4178 0.2708 9.9441
C -1.5769 -0.9580 9.2762
C -1.3390 -1.0232 7.9034
C -0.8325 0.1027 7.2660
C -0.6840 1.3286 7.9022
C -0.9715 1.4183 9.2673
C -0.4611 -0.0521 5.8424
O -1.2071 -0.7080 5.0533
O 0.6545 0.4515 5.4070
H -1.9193 -1.8338 9.8213
H -1.5291 -1.9291 7.3312
H -0.3648 2.1928 7.3206
H -0.8714 2.3696 9.7991
*
```

Calculated values
- Orbital gap (alpha / beta): 4.8079 / 3.0793 eV
- Lowest unoccupied orbital energy (alpha / beta): -7.3518 / -9.0804 eV
- ⟨S²⟩: 3.8021

***

2.
Here is a molecular structure, C34H39FN10O3Tl from the OMol25 dataset. Energies are from ωB97M-V/def2-TZVPD.

The geometry in ORCA input format:
```
! RIJCOSX wB97M-V def2-TZVPD def2/J DEFGRID3
* xyz 3 1
Tl -1.7066 4.0049 0.7110
F -1.7260 -1.7612 4.5161
C -1.2998 -1.8420 3.2730
C -1.0947 -0.6342 2.5850
C -0.6333 -0.7264 1.2502
C -0.4687 0.5751 0.4535
O -0.7450 1.6644 0.9508
C 0.0734 0.4451 -0.8635
C 0.2030 -0.8266 -1.3967
N 0.0484 -1.9509 -0.6982
C 0.2100 -3.2663 -1.3684
C 1.3516 -3.3652 -2.3360
C 1.4294 -4.1095 -0.9928
C -0.4228 -1.9481 0.6177
C -0.6252 -3.1180 1.3768
C -1.1380 -3.0539 2.6668
N -1.4330 -4.2869 3.2973
C -2.7213 -4.8466 3.0230
C -2.4521 -6.3519 2.9177
N -1.2290 -6.7101 3.8304
C -1.3679 -5.9148 5.0604
C -1.0678 -4.4063 4.7224
C 0.2126 1.6099 -1.7987
O 0.2049 1.6405 -3.0019
O 0.3764 2.9204 -1.2957
H -1.2121 0.3336 2.9642
H 0.4084 -0.9729 -2.4888
H -0.7450 -3.7217 -1.6660
H 1.9871 -2.4875 -2.4371
H 1.1128 -3.9186 -3.2359
H 2.0344 -3.7376 -0.2077
H 1.2938 -5.2054 -0.9835
H -0.4613 -4.0771 0.9376
H -3.1213 -4.4731 2.1389
H -3.4712 -4.7107 3.8396
H -2.2263 -6.7142 1.9154
H -3.2136 -6.9515 3.3924
H -0.4073 -6.4544 3.3707
H -1.2171 -7.6953 4.0232
H -0.7599 -6.3133 5.8135
H -2.4147 -6.0769 5.4315
H -0.0253 -4.2902 4.8268
H -1.5240 -3.7468 5.5039
C -5.3430 4.0501 -2.1879
C -4.5291 4.1292 -1.0637
N -3.3363 3.5416 -1.0542
C -2.9670 2.7991 -2.0832
C -3.7548 2.5917 -3.1819
C -5.0055 3.2745 -3.2652
C -3.2228 1.7620 -4.2696
C -2.9608 0.4708 -4.2460
C -3.1206 -0.5612 -3.2100
C -3.2317 -1.9068 -3.6830
C -3.2316 -2.8773 -2.7406
N -3.1901 -2.6928 -1.4087
C -3.2710 -1.4163 -1.0914
N -3.2146 -0.2954 -1.8597
H -6.2701 4.6528 -2.1424
H -4.8366 4.7489 -0.2374
H -2.0185 2.3083 -1.9798
H -5.6348 3.2813 -4.1629
H -3.1910 2.1765 -5.2599
H -2.6946 0.0377 -5.2011
H -3.1177 -2.1264 -4.7448
H -3.1902 -3.9641 -3.0675
H -3.5029 -1.2318 -0.0516
C 4.3978 6.1599 -0.5393
N 3.7454 5.1304 0.2798
C 3.8615 3.7406 -0.3596
N 5.2348 3.3732 -0.6053
C 5.9627 4.3757 -1.4125
N 5.8483 5.7673 -0.7632
C 6.6869 5.7733 0.4685
N 5.9531 4.7301 1.2236
C 4.6109 5.1316 1.5303
C 5.9693 3.4099 0.6289
H 4.2579 7.0881 0.0564
H 3.8804 6.2312 -1.5069
H 3.2197 3.8297 -1.2894
H 3.4494 2.9193 0.2625
H 5.4156 4.3901 -2.3234
H 6.9996 4.1021 -1.4243
H 6.4635 6.7523 0.9643
H 7.7128 5.6100 0.2789
H 4.5356 6.0868 2.0004
H 4.2147 4.3908 2.1828
H 5.4333 2.7012 1.3432
H 6.9664 3.0260 0.5579
*
```

Calculated values
- Orbital gap (alpha / beta): 6.2491 / 5.4390 eV
- Lowest unoccupied orbital energy (alpha / beta): -8.7714 / -9.5823 eV

***

3.
Here is a molecular structure, C34H39IrN5O3P2S from the OMol25 dataset. Energies are from ωB97M-V/def2-TZVPD.

The geometry in ORCA input format:
```
! RIJCOSX wB97M-V def2-TZVPD def2/J DEFGRID3
* xyz 2 6
Ir -0.5542 -1.4819 -0.1579
C 1.6618 -0.8249 -1.4331
C 0.5784 -1.5902 -1.9589
C 0.8124 -3.0732 -2.1745
C 0.3231 -4.0284 -1.0794
C 0.0033 -3.4177 0.2595
C 0.9459 -2.5787 0.9367
C 2.3774 -2.4510 0.4926
C 2.7268 -1.3994 -0.6223
C -2.3320 -1.5186 0.6126
H 1.7902 0.1971 -1.7875
H -0.0954 -1.1048 -2.6846
H 1.8830 -3.2493 -2.2880
H 0.3664 -3.3438 -3.1535
H -0.6003 -4.5136 -1.4334
H 1.0825 -4.8141 -0.9360
H -0.7524 -3.9168 0.8773
H 0.7508 -2.4179 2.0075
H 2.7963 -3.4293 0.2079
H 2.9460 -2.1419 1.3813
H 3.2405 -0.5721 -0.1122
H 3.4756 -1.8599 -1.2899
H -2.1973 -1.1686 1.6536
H -2.7117 -2.5522 0.6367
H -3.0363 -0.8522 0.0874
P -0.9572 -6.7453 -0.2739
P 0.3931 -5.5798 -3.9021
N -0.1213 -7.5935 1.0121
N -2.2837 -7.9968 -0.3828
N 2.0512 -6.1605 -3.8136
N 0.1819 -6.0381 -5.6027
C 0.0729 -7.4187 -1.6645
C -0.4440 -7.0223 -3.0712
C -0.1210 -7.1111 2.3269
C 0.4633 -8.0568 3.1518
C 0.8061 -9.1833 2.3410
C 0.4383 -8.8777 1.0359
C -3.6394 -7.6518 -0.3263
C -4.4080 -8.8040 -0.4632
C -3.5005 -9.9075 -0.6015
C -2.2112 -9.3815 -0.5629
C 3.0699 -5.3535 -3.2786
C 4.1992 -6.1208 -3.0692
C 3.9063 -7.4383 -3.5418
C 2.5795 -7.4492 -3.9439
C 0.9235 -6.8520 -6.4738
C 0.1597 -7.1197 -7.6005
C -1.0836 -6.4196 -7.4534
C -1.0531 -5.7681 -6.2315
H 0.0994 -8.5195 -1.5983
H 1.1037 -7.0585 -1.5032
H -0.3370 -7.8734 -3.7646
H -1.5152 -6.7554 -3.0357
H -0.5333 -6.1304 2.5316
H 0.6375 -7.9574 4.2137
H 1.2676 -10.1054 2.6646
H 0.5393 -9.4644 0.1402
H -3.9227 -6.6187 -0.1778
H -5.4877 -8.8629 -0.4582
H -3.7636 -10.9494 -0.6966
H -1.2654 -9.8946 -0.6316
H 2.9421 -4.2867 -3.1892
H 5.1173 -5.7670 -2.6314
H 4.6110 -8.2558 -3.6057
H 2.0022 -8.2467 -4.3968
H 1.9347 -7.1645 -6.2369
H 0.4464 -7.7513 -8.4333
H -1.8965 -6.4066 -8.1711
H -1.7783 -5.1296 -5.7382
O -1.8058 0.7573 -1.8474
C -1.1063 1.2672 -0.9642
N -0.4117 0.4984 -0.0503
S 0.6403 1.3243 1.0272
O 0.1779 1.1796 2.3823
O 2.0331 1.1433 0.7166
C 0.1328 2.8522 0.3033
C 0.6946 4.0919 0.6028
C 0.2224 5.2117 -0.0902
C -0.7683 5.0776 -1.0762
C -1.2669 3.8135 -1.3946
C -0.8108 2.6886 -0.6977
H 1.4671 4.1702 1.3730
H 0.6081 6.2120 0.1365
H -1.1456 5.9610 -1.5954
H -2.0007 3.6722 -2.1757
*
```

Calculated values
- Orbital gap (alpha / beta): 6.6364 / 2.1270 eV
- Lowest unoccupied orbital energy (alpha / beta): -5.5011 / -9.9591 eV
- ⟨S²⟩: 8.8091

***

4.
Here is a molecular structure, C34H39N10NiO3S from the OMol25 dataset. Energies are from ωB97M-V/def2-TZVPD.

The geometry in ORCA input format:
```
! RIJCOSX wB97M-V def2-TZVPD def2/J DEFGRID3
* xyz -1 3
Ni -2.3833 1.6196 0.2893
C 0.6611 2.2142 -0.4062
N -0.7493 2.6944 -0.3538
C -1.0625 3.8605 -0.7307
C -2.4613 4.2909 -0.5991
C -3.2538 5.4243 -0.8373
C -4.5423 5.0582 -0.4961
C -4.5257 3.7004 -0.2184
N -3.2780 3.2712 -0.2067
C 1.6170 3.2502 -0.9979
C 1.8532 4.5038 -0.4118
C 2.4723 5.5120 -1.1464
C 2.9494 5.2049 -2.4022
C 2.8181 3.9209 -2.9717
C 2.1511 2.9542 -2.2226
H 0.6408 1.3533 -1.0525
H 0.9117 1.8452 0.6075
H -0.3480 4.6449 -1.1144
H -2.9510 6.3725 -1.1740
H -5.4072 5.6555 -0.6766
H -5.3269 3.1881 0.2670
H 1.3742 4.7943 0.5083
H 2.5830 6.5122 -0.7380
H 3.3461 5.9902 -2.9693
H 3.2360 3.6653 -3.9509
H 2.0699 1.9099 -2.7369
N -2.6945 1.7188 2.2366
C -2.3483 1.7396 3.3552
C -2.1125 1.7207 4.6762
C -0.8108 2.0429 5.0939
N 0.2783 2.2684 5.4291
C -3.1306 1.0667 5.4620
N -3.9561 0.5369 6.0612
N -1.1785 -0.1088 0.1414
C -0.6461 -0.9318 -0.4802
N 0.0458 -1.7258 -1.1940
C 0.5892 -1.1068 -2.4384
C 0.8823 -2.2181 -3.4167
C 2.0621 -3.0150 -2.8152
C 1.7331 -3.4295 -1.3412
C 0.2373 -3.1903 -0.9548
H 1.4361 -0.4675 -2.2510
H -0.2108 -0.4804 -2.7875
H 1.0917 -1.7231 -4.3920
H 0.0202 -2.8969 -3.5862
H 2.9884 -2.4282 -2.9339
H 2.1684 -3.9493 -3.3640
H 2.3595 -2.8167 -0.6605
H 1.9062 -4.4838 -1.1698
H 0.1227 -3.3551 0.0997
H -0.5245 -3.7423 -1.5632
N -4.1375 0.4077 0.0337
C -3.8500 -0.9022 -0.5884
C -3.9024 -2.0865 0.2095
C -3.4883 -3.3228 -0.2840
C -3.1405 -3.3435 -1.6610
C -3.1297 -2.1956 -2.4552
C -3.4176 -0.9604 -1.9429
S -2.6676 -4.8404 -2.5951
O -3.6774 -4.8342 -3.6636
O -2.6731 -5.9632 -1.7145
O -1.3129 -4.5474 -3.0857
H -4.6947 0.3199 0.8893
H -4.7556 0.9473 -0.6637
H -4.1970 -2.0033 1.2522
H -3.2799 -4.1615 0.3785
H -2.8982 -2.3894 -3.5137
H -3.2661 -0.0829 -2.5240
C 4.1801 -1.5703 1.2391
C 3.8604 -0.2664 2.0278
N 3.2153 -0.6340 3.2959
C 3.9583 -1.6417 3.9849
C 3.8589 -2.9448 3.1988
N 3.3740 -2.6608 1.8454
C 2.0014 -2.2177 1.9896
C 1.8580 -1.1135 2.9978
H 5.2431 -1.8853 1.1921
H 3.8190 -1.5265 0.2462
H 3.3050 0.5317 1.5187
H 4.7598 0.2523 2.2859
H 3.6539 -1.6485 5.0158
H 4.9761 -1.2931 3.9882
H 3.0882 -3.5453 3.7027
H 4.8341 -3.5339 3.1756
H 1.4405 -3.1032 2.2805
H 1.7097 -1.8951 0.9839
H 1.4408 -1.4397 3.9214
H 1.2090 -0.3417 2.5731
*
```

Calculated values
- Orbital gap (alpha / beta): 7.9117 / 7.7043 eV
- Lowest unoccupied orbital energy (alpha / beta): 1.9643 / 1.7865 eV
- ⟨S²⟩: 2.0051

***

5.
Here is a molecular structure, C34H39N4O2P2RuS3 from the OMol25 dataset. Energies are from ωB97M-V/def2-TZVPD.

The geometry in ORCA input format:
```
! RIJCOSX wB97M-V def2-TZVPD def2/J DEFGRID3
* xyz 0 2
Ru 1.2084 0.0267 -1.0444
S 0.3435 2.3000 -1.9055
P 0.0393 2.3972 0.0974
C 0.3367 0.8229 0.6763
P -0.8329 -0.4170 0.8413
S -0.9659 -1.1921 -1.0156
C -2.4712 -0.0577 1.5408
C -3.6297 -0.3630 0.8382
C -4.8724 -0.1316 1.4122
C -4.9583 0.4195 2.6816
C -3.8015 0.7361 3.3833
C -2.5609 0.4911 2.8184
C -0.1947 -1.6590 1.9937
C 1.0846 -1.5435 2.5226
C 1.5809 -2.5333 3.3601
C 0.7999 -3.6350 3.6726
C -0.4829 -3.7495 3.1505
C -0.9787 -2.7645 2.3137
C -1.6042 3.0620 0.4759
C -1.8303 3.7677 1.6554
C -3.1124 4.1826 1.9812
C -4.1720 3.8907 1.1341
C -3.9496 3.1890 -0.0426
C -2.6684 2.7767 -0.3739
C 1.1715 3.5889 0.8515
C 1.2426 4.8899 0.3610
C 2.1143 5.7984 0.9379
C 2.9177 5.4093 2.0038
C 2.8484 4.1135 2.4922
C 1.9746 3.2009 1.9158
H -3.5498 -0.7780 -0.1595
H -5.7735 -0.3772 0.8646
H -5.9274 0.6047 3.1275
H -3.8682 1.1692 4.3732
H -1.6564 0.7228 3.3707
H 1.6839 -0.6794 2.2636
H 2.5808 -2.4437 3.7660
H 1.1887 -4.4073 4.3243
H -1.0942 -4.6087 3.3953
H -1.9771 -2.8578 1.9011
H -1.0039 3.9950 2.3183
H -3.2846 4.7323 2.8979
H -5.1735 4.2116 1.3914
H -4.7771 2.9592 -0.7016
H -2.4831 2.2249 -1.2883
H 0.6236 5.1853 -0.4787
H 2.1728 6.8092 0.5553
H 3.6017 6.1199 2.4502
H 3.4781 3.8102 3.3190
H 1.9124 2.1787 2.2705
C 5.3054 0.5250 0.1592
C 3.9264 0.0899 -0.2166
N 3.0431 0.8777 -0.7113
O 3.4060 2.1879 -0.9191
C 3.5164 -1.3029 -0.0804
C 4.4477 -2.3773 0.3688
N 2.2988 -1.5883 -0.4920
O 1.9137 -2.8008 -0.5973
H 5.5117 1.5262 -0.2053
H 6.0407 -0.1706 -0.2452
H 5.4128 0.5180 1.2464
H 2.6167 2.5508 -1.3704
H 5.0112 -2.0673 1.2510
H 5.1689 -2.6452 -0.4095
H 3.8634 -3.2638 0.6039
C -1.9858 -2.4592 -5.9266
C -1.6185 -1.8406 -4.5877
N -0.2336 -1.3673 -4.5443
C 0.7215 -1.7252 -3.6780
S 1.9739 -0.5816 -3.3105
N 0.7701 -2.9042 -3.0771
C 0.1190 -4.1632 -3.4150
C -0.8361 -4.6460 -2.3349
H -3.0094 -2.8351 -5.9015
H -1.3208 -3.2852 -6.1797
H -1.9166 -1.7211 -6.7263
H -1.7817 -2.5286 -3.7629
H -2.2553 -0.9785 -4.3819
H -0.0865 -0.4274 -4.8818
H 1.3987 -2.9184 -2.2647
H 0.9169 -4.8971 -3.5511
H -0.3750 -4.0638 -4.3786
H -0.3229 -4.6985 -1.3741
H -1.2113 -5.6386 -2.5879
H -1.6791 -3.9675 -2.2083
*
```

Calculated values
- Orbital gap (alpha / beta): 7.7178 / 6.4778 eV
- Lowest unoccupied orbital energy (alpha / beta): 0.5921 / -0.6799 eV
- ⟨S²⟩: 0.7646

***

Computed ΔE to the lowest compared entry with this formula, charge and spin, in the same sequence as the records: 0.00; 30.82; 13.96; 10.37; 1.09 kcal/mol.